2 unconnected molecules or ions with the total composition C5H15N2O. Source: the OMol25 dataset; level of theory: ωB97M-V with the def2-TZVPD basis set.

CARTESIAN COORDINATES (ANGSTROEM)
N -1.472 1.635 -1.794
H -1.073 -0.119 -2.867
H -1.229 3.056 -0.383
H 0.898 -1.398 -0.331
H -1.029 0.093 1.222
H 3.238 -1.756 0.654
H -2.125 -0.281 -1.453
C 0.782 -0.822 1.740
N -0.711 -0.810 1.664
O -1.774 1.271 0.436
C -1.886 0.344 -2.310
H 3.293 -0.509 -0.595
H -1.023 -1.547 1.033
C -1.484 1.998 -0.514
C 2.881 -0.766 0.379
H -2.778 0.397 -2.928
H 3.263 -0.045 1.102
H 1.091 -0.050 2.440
H 1.102 0.309 -0.082
H -1.210 -0.925 2.545
H 1.120 -1.773 2.153
H -1.238 2.366 -2.448
C 1.365 -0.668 0.336

Force components x, y, z for each atom (eV/Å):
-0.091 0.260 -0.204
-0.021 0.006 -0.089
0.059 -0.014 0.184
0.197 -0.222 0.016
-0.272 -0.052 0.008
-0.041 -0.062 0.027
-0.002 -0.056 -0.034
0.286 -0.426 -0.052
0.015 0.093 -0.268
0.164 -0.074 0.001
0.130 -0.343 0.422
0.090 -0.060 0.017
-0.081 -0.083 0.050
-0.145 0.162 -0.235
-0.029 0.057 -0.145
0.029 0.243 -0.085
0.124 -0.013 -0.008
-0.020 0.190 -0.174
-0.113 0.042 0.138
0.221 -0.010 0.145
-0.231 -0.038 0.071
-0.049 -0.070 -0.052
-0.220 0.472 0.269

The charge is +1. Its highest occupied orbital energy is -0.515 hartree. For the frontier orbital gap, the calculation gives 11.2 eV. As for the multiplicity: 1.

***

A molecular structure, C5H15N2O. Source: the OMol25 dataset; level of theory: ωB97M-V with the def2-TZVPD basis set.

CARTESIAN COORDINATES (ANGSTROEM)
C 1.540 0.195 -0.969
H 3.458 0.693 -0.117
H -0.360 1.076 -1.310
H -2.231 0.065 1.607
H 1.889 0.988 -1.650
C -0.710 -0.457 0.018
H 0.307 1.466 0.337
H -1.738 -1.116 -1.431
H -2.235 2.274 0.380
H 1.844 -0.163 1.252
C 2.656 -0.044 -0.024
H -3.721 0.517 -0.362
H -0.135 -0.979 0.784
O 1.567 -0.385 2.173
H -2.042 1.483 0.326
H 3.126 -1.012 -0.169
H 2.312 -0.663 2.725
H -1.183 -2.357 -0.722
C -2.051 0.083 0.526
N -0.833 -1.454 -1.045
H 1.376 -0.690 -1.606
C 0.193 0.704 -0.440
N -3.027 -0.224 -0.284

Force components x, y, z for each atom (eV/Å):
0.296 -0.272 0.515
-0.381 0.601 1.718
0.330 0.613 0.147
0.396 1.490 0.063
0.281 0.446 0.592
2.216 -2.089 1.189
0.026 -0.004 -0.320
0.435 -0.204 -0.855
0.569 -0.626 0.027
-0.317 -0.070 0.855
1.541 -0.106 -5.337
-1.116 -1.009 1.052
-0.447 0.213 0.602
-0.182 0.084 0.150
-0.308 3.464 0.041
-0.398 -0.634 1.363
0.238 0.083 -0.280
0.655 0.046 0.561
-1.655 -4.780 -0.816
-1.624 1.261 -0.383
-0.397 -0.274 0.748
-1.532 -0.060 -0.733
1.374 1.827 -0.900

The charge is +1. Its highest occupied orbital energy is -0.457 hartree. For the frontier orbital gap, the calculation gives 4.1 eV. As for the multiplicity: 1.

***

2 unconnected molecules or ions with the total composition C5H15N2O. Source: the OMol25 dataset; level of theory: ωB97M-V with the def2-TZVPD basis set.

CARTESIAN COORDINATES (ANGSTROEM)
H -2.344 1.841 -0.673
N -0.038 1.892 2.637
H -1.513 -0.165 -2.438
H 0.876 -0.649 -1.993
C -1.364 1.369 -0.946
H 1.165 -0.182 -0.337
H -1.879 1.916 1.710
H -1.137 2.031 -1.719
C -1.570 -0.142 -1.325
H 1.303 -1.875 -0.819
H 3.939 -3.161 0.128
H -2.605 -0.494 -0.958
H -0.651 1.745 3.551
H -1.187 -2.131 -1.008
O 3.045 -3.048 -0.289
C -0.828 1.712 1.464
C -0.404 1.560 0.196
H 2.720 -3.840 -0.038
H 0.957 1.562 2.613
N 0.827 -0.896 -0.974
H -0.915 -0.986 0.456
C -0.709 -1.127 -0.684
H 0.634 1.568 -0.037

Force components x, y, z for each atom (eV/Å):
0.526 -0.808 0.213
-1.661 -0.998 0.795
-0.346 -0.531 0.632
0.438 -0.011 1.259
-1.410 -0.322 2.155
0.197 0.141 -0.117
0.266 -0.477 -0.460
0.970 0.404 -1.879
-2.012 1.952 -1.284
-0.270 2.473 -0.248
-0.788 0.916 -0.761
1.271 0.723 -0.993
2.487 0.320 -2.629
2.006 1.112 0.498
2.902 3.403 -0.279
1.063 0.892 1.350
-1.337 -0.032 0.793
-2.395 -4.276 0.990
-1.705 0.425 0.417
-1.652 -3.800 -0.832
1.097 -0.581 -1.894
-0.596 -1.103 2.222
0.949 0.177 0.052

The charge is +1. Its highest occupied orbital energy is -0.425 hartree. For the frontier orbital gap, the calculation gives 8.5 eV. As for the multiplicity: 1.

***

2 unconnected molecules or ions with the total composition C5H15N2O. Source: the OMol25 dataset; level of theory: ωB97M-V with the def2-TZVPD basis set.

CARTESIAN COORDINATES (ANGSTROEM)
H 2.560 -0.623 1.081
H 1.139 -1.324 0.234
H 1.219 -3.165 -1.887
H 0.005 -0.437 -1.628
H -2.427 -0.192 -0.935
C 1.478 -0.713 1.068
H -0.955 0.467 1.504
C -1.573 -0.352 -0.306
H -0.791 1.043 -1.770
H -2.214 1.265 0.837
N -1.861 0.321 1.007
H 1.197 -1.277 1.961
H 0.165 -3.659 -0.939
H -2.522 -0.182 1.589
C 0.662 2.510 -0.337
H 1.400 1.254 1.623
H -1.310 -1.384 -0.121
N 0.818 0.601 1.113
O 0.509 -2.837 -1.321
C -0.407 0.370 -1.013
H 0.334 3.009 -1.227
C 0.455 1.215 -0.133
H 1.275 3.118 0.309

Force components x, y, z for each atom (eV/Å):
0.119 -0.020 -0.305
0.171 0.258 -0.198
0.022 0.236 -0.080
0.868 0.213 0.404
-0.603 -0.634 -0.077
-0.289 -0.365 0.540
0.545 -0.240 0.063
0.709 1.064 0.158
-0.337 0.220 -0.064
-0.160 -0.118 0.044
-0.472 0.395 -0.101
0.080 0.074 0.099
-0.030 0.259 -0.047
-0.131 -0.071 0.016
0.303 0.012 -0.300
-0.116 -0.025 0.200
-0.294 -0.181 0.073
0.151 0.254 -0.422
-0.066 -0.579 0.088
-0.557 -0.205 -0.885
-0.322 0.011 -0.282
0.348 -0.488 0.774
0.062 -0.071 0.300

The charge is +1. Its highest occupied orbital energy is -0.458 hartree. For the frontier orbital gap, the calculation gives 9.4 eV. As for the multiplicity: 1.

***

2 unconnected molecules or ions with the total composition C5H15N2O. Source: the OMol25 dataset; level of theory: ωB97M-V with the def2-TZVPD basis set.

CARTESIAN COORDINATES (ANGSTROEM)
O 1.222 -0.093 1.028
H -0.984 2.473 0.476
H -0.802 1.706 -2.388
C -1.389 1.971 -0.383
N -1.286 0.431 -0.082
H -0.754 3.340 -1.899
H -1.667 -1.150 1.218
H 0.551 2.082 -1.364
H 0.426 -2.247 -0.090
H 1.578 -3.579 -0.482
H -2.924 0.151 1.185
N 2.489 -1.721 0.052
H -2.494 2.201 -0.504
C -0.525 2.332 -1.558
H -1.661 -0.101 -0.862
H 3.253 0.051 0.719
H 3.430 -1.979 -0.212
H 1.381 -3.093 1.159
C 1.387 -2.714 0.131
C 2.325 -0.528 0.642
C -1.870 -0.092 1.151
H -1.435 0.308 2.067
H -0.250 0.255 -0.004

Force components x, y, z for each atom (eV/Å):
1.770 -1.155 -0.609
-0.239 0.021 0.776
-0.166 -0.304 -0.657
-1.344 -0.569 0.207
1.797 1.361 -0.188
0.559 0.156 0.315
-0.377 -0.426 -0.268
-0.791 0.880 -0.075
0.182 0.129 0.122
0.268 -0.062 -0.492
-0.244 -0.295 -0.114
-2.365 -1.951 0.385
1.427 -0.270 0.107
0.215 -1.132 -0.304
0.012 0.125 -0.327
-0.112 0.150 0.256
0.500 -0.373 -0.301
-0.097 0.125 0.285
1.033 0.241 -0.193
-0.421 2.566 0.683
-0.480 0.176 1.246
0.270 0.522 -0.377
-1.395 0.082 -0.476

The charge is +2. Its highest occupied orbital energy (alpha / beta) is -0.720 / -0.720 hartree. For the frontier orbital gap (alpha / beta), the calculation gives 11.3 / 6.0 eV. As for the multiplicity: 2.

***

2 unconnected molecules or ions with the total composition C5H15N2O2. Source: the OMol25 dataset; level of theory: ωB97M-V with the def2-TZVPD basis set.

CARTESIAN COORDINATES (ANGSTROEM)
H 1.880 1.359 -1.309
H 1.573 -1.678 2.275
H -0.584 -1.907 1.023
O 1.468 1.910 -1.996
C -1.094 0.995 0.507
H 1.819 2.778 -1.823
N 0.101 -1.215 0.737
N -1.109 0.497 -0.912
H -0.662 1.196 -1.527
H -2.108 1.128 0.844
H -0.389 -0.246 -0.922
H 0.558 0.496 1.850
C 2.524 -0.928 0.372
O 2.430 0.227 0.056
H -3.133 0.790 -1.303
H 3.337 -1.576 0.023
C -2.415 -0.041 -1.314
C -0.333 0.037 1.446
C 1.425 -1.653 1.188
H 1.513 -2.733 1.010
H -2.534 -0.353 -2.348
H -0.464 1.874 0.427
H -2.800 -0.725 -0.567
H -1.003 -0.233 2.264

Force components x, y, z for each atom (eV/Å):
0.156 0.100 -0.238
0.145 0.865 0.031
0.251 -0.308 -0.317
-0.585 -0.706 0.384
1.372 -0.054 -0.470
0.163 0.594 -0.092
-0.370 0.841 1.062
0.960 -0.448 -0.112
-0.619 0.115 -0.093
-0.174 0.543 -0.079
-0.185 -0.467 0.268
-0.046 0.337 0.042
-0.901 -0.792 0.730
-0.065 0.069 -0.048
0.253 0.058 0.318
0.383 0.155 0.071
-1.642 1.512 -0.378
-0.149 -1.213 -0.367
0.274 -0.958 -0.602
0.029 0.183 -0.566
0.844 -0.649 0.086
-0.644 0.608 0.378
0.376 -0.477 -0.154
0.175 0.096 0.148

The charge is +1. Its highest occupied orbital energy is -0.507 hartree. For the frontier orbital gap, the calculation gives 10.9 eV. As for the multiplicity: 1.

***

Computed values of DFT total energy (unit: hartree) for the preceding records, in sequence: -384.0491, -383.6822, -383.9526, -384.0013, -383.5286, -459.2347.
Computed values of energy above the lowest of the compared OMol25 structures with the same formula, charge and spin (unit: eV) for the preceding records, in sequence: 0.052, 10.036, 2.678, 1.354, 2.224, 2.261.